<1>
Computed, not measured: a structure of composition CH6N3O2, with the ωB97M-V functional and the def2-TZVPD basis.

Element x y z (Å)
1 C 0.130 0.262 -0.162
2 N 1.581 -0.933 -0.166
3 N -1.039 -0.239 -0.116
4 N 0.484 1.512 -0.077
5 O -1.462 -1.524 -0.154
6 O -2.118 0.612 0.122
7 H 1.423 -1.514 -0.928
8 H 1.381 -1.439 0.770
9 H 1.432 1.801 -0.213
10 H -0.274 2.360 -0.254
11 H -0.820 -2.067 -0.743
12 H -2.906 0.219 -0.305

Net charge: +1
E_HOMO, eV: -14.92
LUMO energy, eV: -4.37

These are the Löwdin partial charges, in e, on atoms 1 to 8: -0.187, 0.163, -0.185, 0.185, 0.101, 0.115, -0.002, 0.108


<2>
Computed, not measured: a cluster of 2 separate species, CH6N3O2 in total, with the ωB97M-V functional and the def2-TZVPD basis.

Element x y z (Å)
1 C -0.577 0.409 -0.248
2 N -1.294 1.095 -1.170
3 N -1.059 0.199 0.950
4 N 0.677 0.092 -0.512
5 O 2.611 -2.078 0.738
6 O 1.378 -2.044 0.483
7 H -2.310 1.546 -1.009
8 H -0.986 1.628 -1.960
9 H -1.999 0.530 1.123
10 H -0.370 -0.310 1.467
11 H 1.120 0.369 -1.394
12 H 2.809 -1.436 1.533

Net charge: +1
E_HOMO (alpha / beta), eV: -14.07 / -14.27
LUMO energy (alpha / beta), eV: -8.24 / -8.13

These are the Löwdin partial charges, in e, on atoms 1 to 8: -0.578, 0.149, 0.206, 0.177, 0.105, 0.069, 0.194, 0.107


<3>
Computed, not measured: the ion CH6N3O2 with charge +1, with the ωB97M-V functional and the def2-TZVPD basis.

Element x y z (Å)
1 C -0.629 -0.965 0.215
2 N 0.675 -0.236 -0.605
3 N -1.702 0.091 0.039
4 N 1.274 0.907 0.024
5 O -1.297 1.225 0.028
6 O -2.735 -0.381 -0.236
7 H -0.347 -1.184 1.327
8 H -0.722 -1.900 -0.332
9 H 1.340 -1.013 -0.627
10 H 2.113 1.017 -0.548
11 H 1.551 0.911 0.995
12 H 0.479 1.528 -0.280

Net charge: +1
E_HOMO, eV: -16.03
SMILES: [NH3+]NC[N+](=O)[O-]
LUMO energy, eV: -4.34

These are the Löwdin partial charges, in e, on atoms 1 to 8: 0.072, -0.010, -0.406, 0.149, 0.068, 0.193, 0.166, 0.129


Q: Which of them is the most stable? A: <1>.


<1>
Computed, not measured: the molecule C2H5N3, with the ωB97M-V functional and the def2-TZVPD basis.

Element x y z (Å)
1 C -0.805 -0.169 1.138
2 C 0.503 0.089 -0.868
3 H 0.883 0.033 1.950
4 H -1.796 -0.621 1.152
5 H -1.657 0.174 -0.750
6 H 1.550 0.338 -0.377
7 H 1.498 0.459 -2.258
8 N -0.034 -0.165 2.312
9 N -0.689 0.036 -0.207
10 N 0.548 -0.175 -2.091

Net charge: 0
E_HOMO, eV: -9.49
SMILES: [H]/N=C\N/C=N/[H]
LUMO energy, eV: 0.66

These are the Löwdin partial charges, in e, on atoms 1 to 8: -0.262, -0.398, -0.024, 0.097, 0.216, 0.154, 0.116, 0.063


<2>
Computed, not measured: the molecule C2H5N3, with the ωB97M-V functional and the def2-TZVPD basis.

Element x y z (Å)
1 C 1.328 1.783 0.005
2 C -0.490 -1.342 0.051
3 H 2.126 1.749 1.003
4 H 1.142 2.819 -0.526
5 H 1.213 -0.321 0.920
6 H -0.042 -2.290 0.535
7 H -1.988 -2.269 -0.279
8 N 0.435 0.967 -0.447
9 N 0.260 -0.170 0.433
10 N -1.763 -1.131 -0.270

Net charge: 0
E_HOMO, eV: -9.06
SMILES: [H]/N=C/NN=C
LUMO energy, eV: 0.77

These are the Löwdin partial charges, in e, on atoms 1 to 8: -0.129, -0.316, 0.134, 0.087, 0.124, 0.122, 0.092, -0.052


<3>
Computed, not measured: the molecule C2H5N3, with the ωB97M-V functional and the def2-TZVPD basis.

Element x y z (Å)
1 C -0.258 -0.151 -0.187
2 C -0.885 -1.144 -1.112
3 N 1.214 1.824 1.277
4 N 0.966 -0.203 0.069
5 N 1.313 0.587 1.384
6 H -0.961 0.536 0.251
7 H -1.237 -1.973 -0.453
8 H -0.054 -1.440 -1.669
9 H -1.664 -0.410 -1.672
10 H 1.568 2.374 2.112

Net charge: 0
E_HOMO, eV: -9.37
SMILES: [H]/N=N/N=C/C
LUMO energy, eV: 0.88

These are the Löwdin partial charges, in e, on atoms 1 to 8: -0.329, -0.082, 0.015, 0.037, -0.069, 0.093, 0.093, 0.037


Q: Which of them is the most stable? A: <1>.


<1>
Computed, not measured: a cluster of 2 separate species, C4H8OS2 in total, with the ωB97M-V functional and the def2-TZVPD basis.

Element x y z (Å)
1 C -1.008 0.300 0.343
2 C 0.120 1.243 -0.394
3 C 1.260 0.408 0.254
4 C 0.303 -0.571 0.680
5 H -3.213 -0.936 0.389
6 H -1.235 0.890 1.192
7 H 0.299 0.867 -1.287
8 H 0.090 2.420 -0.265
9 H 1.639 0.854 1.175
10 H 1.621 -0.874 -1.564
11 H 0.331 -0.619 1.836
12 H -0.528 -1.569 -1.136
13 O 0.202 -1.832 0.066
14 S -2.465 -0.267 -0.663
15 S 2.583 -0.315 -0.625

Net charge: 0
E_HOMO, eV: -8.96
LUMO energy, eV: 0.05

These are the Löwdin partial charges, in e, on atoms 1 to 8: -0.536, -0.134, -0.752, -0.552, -0.061, 0.072, 0.013, 0.156


<2>
Computed, not measured: the molecule C4H8OS2, with the ωB97M-V functional and the def2-TZVPD basis.

Element x y z (Å)
1 C -0.286 1.171 -0.781
2 C -0.771 0.395 0.382
3 C 0.379 -0.096 1.168
4 C 1.315 -0.775 0.191
5 H -0.937 1.612 -1.704
6 H 0.407 0.511 -1.425
7 H 0.248 2.181 -0.498
8 H -1.517 0.840 1.109
9 H -1.443 -1.155 -1.328
10 H 0.032 -0.653 2.145
11 H 0.818 0.788 1.639
12 H 0.072 -2.117 -0.295
13 O 0.957 -1.882 -0.484
14 S -2.048 -0.707 -0.034
15 S 2.774 -0.114 -0.085

Net charge: 0
E_HOMO, eV: -8.68
SMILES: C[C@@H](S)CC(O)=S
LUMO energy, eV: 0.21

These are the Löwdin partial charges, in e, on atoms 1 to 8: -0.184, -0.869, -0.265, -0.897, 0.127, 0.079, 0.120, 0.091


<3>
Computed, not measured: a structure of composition C4H8OS2, with the ωB97M-V functional and the def2-TZVPD basis.

Element x y z (Å)
1 C -0.654 0.291 -1.617
2 C -0.305 1.123 0.680
3 C 0.349 -2.189 0.058
4 C 0.162 1.076 -0.727
5 O -1.707 -0.273 -1.330
6 S 1.004 2.523 -1.414
7 S 1.376 -0.968 -0.768
8 H -0.132 -0.074 -2.554
9 H -0.876 1.998 0.640
10 H 0.545 1.309 1.287
11 H -1.093 0.336 0.919
12 H -0.645 -2.268 -0.312
13 H 0.284 -2.040 1.093
14 H 0.692 -3.194 -0.223
15 H 1.839 2.776 -0.299

Net charge: 0
E_HOMO, eV: -8.87
LUMO energy, eV: -0.67

These are the Löwdin partial charges, in e, on atoms 1 to 8: -0.505, -0.139, -0.455, -0.788, -0.013, 0.787, 0.751, 0.104


Q: Which of them is the most stable? A: <2>.


<1>
Computed, not measured: the molecule CH2N2OS, with the ωB97M-V functional and the def2-TZVPD basis.

Element x y z (Å)
1 C -0.486 -0.055 -0.573
2 N -0.358 0.926 0.484
3 N 0.532 0.742 1.270
4 O 1.320 -0.244 1.187
5 S 0.843 -1.299 -0.330
6 H -1.477 -0.509 -0.500
7 H -0.373 0.439 -1.539

Net charge: 0
E_HOMO, eV: -9.48
SMILES: C1N=NOS1
LUMO energy, eV: -0.52

Charges in e, computed with Löwdin, in the same order as the atoms: -0.502, -0.023, -0.138, -0.338, 0.859, 0.072, 0.070


<2>
Computed, not measured: the molecule CH2N2OS, with the ωB97M-V functional and the def2-TZVPD basis.

Element x y z (Å)
1 C -0.636 1.218 0.599
2 N -0.448 1.872 1.540
3 N 0.349 -1.025 0.044
4 O 0.260 0.754 -1.782
5 S -0.596 0.091 -0.787
6 H -0.150 -1.688 0.689
7 H 1.220 -1.223 -0.304

Net charge: 0
E_HOMO, eV: -10.30
LUMO energy, eV: 0.33

Charges in e, computed with Löwdin, in the same order as the atoms: -0.378, 0.103, -0.198, -0.476, 0.832, 0.098, 0.020


Q: Which of them is the most stable? A: <2>.


<1>
Computed, not measured: the molecule C5H7Cl2F, with the ωB97M-V functional and the def2-TZVPD basis.

Element x y z (Å)
1 C 1.957 0.706 -0.307
2 C 1.072 -0.429 -0.086
3 C -0.244 -0.276 0.014
4 C -1.245 -1.191 0.672
5 C -0.938 1.029 -0.290
6 H 2.713 0.320 -0.968
7 H 2.551 0.897 0.523
8 H 1.485 1.551 -0.876
9 H -0.823 -2.064 1.215
10 H -1.908 -0.660 1.354
11 H -1.255 0.990 -1.286
12 H -0.467 2.001 0.019
13 F -2.129 1.024 0.385
14 Cl 1.822 -1.990 0.056
15 Cl -2.591 -1.909 -0.425

Net charge: 0
E_HOMO, eV: -9.52
SMILES: C/C(Cl)=C(\CF)CCl
LUMO energy, eV: 0.72

These are the Löwdin partial charges, in e, on atoms 1 to 8: -0.105, -0.683, -0.301, -0.460, -0.174, 0.067, 0.070, 0.108


<2>
Computed, not measured: the molecule C5H7Cl2F, with the ωB97M-V functional and the def2-TZVPD basis.

Element x y z (Å)
1 C 1.876 -1.793 0.329
2 C 1.475 -1.090 -0.989
3 C 0.093 -0.406 -0.824
4 C -0.197 0.979 -0.406
5 C -0.846 -0.094 0.315
6 H 2.285 -1.162 1.270
7 H 2.792 -2.426 0.135
8 H 1.070 -2.462 0.619
9 H 1.293 -1.820 -1.826
10 H 2.232 -0.281 -1.215
11 H -0.620 -0.863 -1.647
12 H -0.751 1.813 -0.987
13 F -0.447 -0.430 1.629
14 Cl 1.437 1.621 0.127
15 Cl -2.536 -0.122 -0.219

Net charge: 0
E_HOMO, eV: -10.52
SMILES: CC[C@@H]1[C@H](Cl)[C@@]1(F)Cl
LUMO energy, eV: 0.57

These are the Löwdin partial charges, in e, on atoms 1 to 8: -0.139, -0.245, -0.338, -0.579, -0.783, 0.117, 0.072, 0.061


Q: Which of them is the most stable? A: <1>.


<1>
Computed, not measured: the molecule C4H5FS, with the ωB97M-V functional and the def2-TZVPD basis.

Element x y z (Å)
1 C -0.070 -0.051 1.303
2 C 0.064 0.171 -0.140
3 C -0.103 1.267 -0.976
4 C 0.533 -1.062 -0.890
5 H -0.632 0.873 1.939
6 H -0.967 -0.740 1.398
7 H 0.737 -0.451 1.828
8 H 0.060 1.175 -1.967
9 H 0.574 -1.006 -1.943
10 F -0.390 2.457 -0.378
11 S 0.195 -2.632 -0.172

Net charge: 0
E_HOMO, eV: -8.80
SMILES: C/C(C=S)=C\F
LUMO energy, eV: -1.18

These are the Löwdin partial charges, in e, on atoms 1 to 8: -0.137, -0.351, -0.033, -0.465, 0.150, 0.071, 0.046, 0.080


<2>
Computed, not measured: the molecule C4H5FS, with the ωB97M-V functional and the def2-TZVPD basis.

Element x y z (Å)
1 C 0.874 1.424 -0.816
2 C -0.003 0.367 -0.896
3 C 0.231 -0.840 -0.055
4 C -0.857 -1.784 0.101
5 H 1.802 1.363 -0.279
6 H -0.981 0.442 -1.459
7 H 1.224 -1.235 -0.192
8 H -0.804 -2.891 -0.068
9 H -1.732 -1.398 -0.454
10 F 0.630 2.584 -1.444
11 S -0.416 -0.908 1.590

Net charge: 0
E_HOMO, eV: -8.98
SMILES: F/C=C/[C@@H]1CS1
LUMO energy, eV: 0.85

These are the Löwdin partial charges, in e, on atoms 1 to 8: -0.134, -0.085, -0.698, -0.471, 0.114, 0.132, 0.106, 0.098


Q: Which of them is the most stable? A: <2>.